Record 1
DFT (the ωB97M-V functional and the def2-TZVPD basis) results for an isolated ion of composition C2H9N4S and charge +1.

Last column: Löwdin spin population.
Atoms and positions in Å:
C: -0.43 1.72 0.36  0.037
C: 1.90 -0.16 -0.18  0.080
N: -0.34 0.45 -0.44  0.443
N: 0.79 -0.16 -0.85  0.120
N: -2.63 -1.43 0.55  0.320
N: 3.00 -0.54 -0.80  0.073
S: -1.62 -0.25 -0.97  0.870
H: 0.55 2.04 0.78  0.001
H: -1.18 1.93 1.06  0.010
H: -0.58 2.43 -0.47  0.014
H: 1.98 0.44 0.69  0.004
H: -2.44 -2.46 0.45  0.013
H: -2.22 -0.97 1.30  0.005
H: -3.61 -1.27 0.47  0.007
H: 3.93 -0.61 -0.37  0.001
H: 2.89 -1.18 -1.58  0.001

Calculated values
Net charge = +1
Gap between HOMO and LUMO (alpha / beta) = 7.94 / 5.86 eV
Energy = -19004.05758 eV
2S+1 = 3
LUMO energy (alpha / beta) = -2.743 / -6.671 eV

Record 2
DFT (the ωB97M-V functional and the def2-TZVPD basis) results for an isolated molecule of C2H9N5O.

Last column: Löwdin charge in e.
Atoms and positions in Å:
C: 0.66 0.09 1.70  -0.001
C: -0.28 0.27 -0.44  -0.456
H: 1.72 0.14 1.35  0.100
H: 0.55 -0.46 2.62  0.070
H: 0.23 1.07 1.80  0.046
H: -0.81 -2.38 -0.22  0.137
H: -0.20 -2.29 1.33  0.091
H: 0.09 0.21 -2.53  0.134
H: 1.61 -1.37 -0.93  0.128
H: -2.27 2.17 0.46  0.082
H: -1.57 1.00 1.36  0.043
N: -0.31 -0.59 0.67  -0.221
N: -0.06 -1.91 0.39  0.002
N: 0.26 -0.31 -1.64  -0.045
N: -0.66 1.47 -0.40  0.034
N: -1.37 1.81 0.79  -0.031
O: 1.67 -0.44 -1.43  -0.114

Calculated values
Gap between HOMO and LUMO = 9.15 eV
SMILES = CN(N)/C(=N\N)NO
Energy = -11713.30320 eV
LUMO energy = 0.846 eV

Record 3
DFT (the ωB97M-V functional and the def2-TZVPD basis) results for C2H9N5O as an isolated structure.

Last column: Löwdin charge in e.
Atoms and positions in Å:
C: -0.31 -2.04 1.20  -0.236
C: -0.50 0.55 -0.05  -0.425
H: 0.35 -3.36 0.69  0.149
H: -1.11 -1.93 2.33  0.131
H: 0.94 -1.31 1.36  0.153
H: -2.40 -1.87 0.74  0.143
H: 0.07 -1.13 -1.16  0.187
H: 0.57 1.33 -2.19  0.103
H: 2.17 0.85 -1.31  0.126
H: -0.67 2.24 1.23  0.071
H: 1.67 2.80 -0.86  0.204
N: -1.45 -1.46 0.33  -0.228
N: -1.27 -0.07 0.72  -0.043
N: 0.23 0.03 -1.15  -0.136
N: 1.25 0.55 -1.91  -0.050
N: -0.06 1.86 0.55  0.074
O: 0.52 2.97 -0.52  -0.224

Calculated values
Gap between HOMO and LUMO = 8.63 eV
Energy = -11705.48536 eV
LUMO energy = 0.004 eV

Record 4
DFT (the ωB97M-V functional and the def2-TZVPD basis) results for a 2-piece molecular cluster, C2H9NO overall.

Last column: Löwdin charge in e.
Atoms and positions in Å:
C: 4.16 0.30 5.74  -0.044
H: 5.14 0.52 6.19  0.018
H: 3.81 0.99 5.04  -0.010
H: 3.49 0.34 6.61  0.019
H: 4.21 -0.71 5.35  0.017
N: -0.59 -0.70 -2.35  0.017
C: -2.04 -0.38 -2.51  -0.337
O: -2.30 0.86 -1.87  -0.077
H: -0.27 -1.01 -3.23  0.047
H: -0.52 -1.52 -1.77  0.064
H: -2.29 -0.34 -3.56  0.106
H: -2.65 -1.16 -2.05  0.104
H: -1.48 1.03 -1.40  0.075

Calculated values
Gap between HOMO and LUMO = 11.25 eV
SMILES = NCO.C
Energy = -5756.99985 eV
LUMO energy = 0.998 eV

Record 5
DFT (the ωB97M-V functional and the def2-TZVPD basis) results for a 2-piece molecular cluster, C2H9NO2 overall.

Last column: Löwdin charge in e.
Atoms and positions in Å:
C: 2.05 1.37 -0.58  -0.174
O: 3.25 0.98 0.16  -0.184
H: 2.45 1.88 -1.50  0.074
H: 1.37 2.14 -0.02  0.104
H: 1.41 0.46 -0.91  0.074
H: 3.58 0.06 -0.12  0.110
N: -2.28 -1.13 -0.65  0.004
C: -1.51 -0.51 0.34  -0.384
O: -1.65 -1.02 1.70  -0.097
H: -2.27 -2.16 -0.74  0.090
H: -3.24 -0.85 -0.31  0.097
H: -1.87 0.55 0.43  0.129
H: -0.47 -0.48 0.06  0.077
H: -0.82 -1.29 2.14  0.080

Calculated values
Gap between HOMO and LUMO = 10.75 eV
SMILES = NCO.CO
Energy = -7803.48710 eV
LUMO energy = 0.712 eV

Record 6
DFT (the ωB97M-V functional and the def2-TZVPD basis) results for a 2-piece molecular cluster, C2H9NO2 overall.

Last column: Löwdin charge in e.
Atoms and positions in Å:
C: -0.74 2.10 -0.61  -0.107
N: -0.44 1.26 0.53  -0.093
C: -0.01 -0.03 0.24  -0.388
O: -1.11 -0.87 0.40  -0.047
H: -1.70 2.40 -0.99  0.066
H: -0.27 1.53 -1.41  0.086
H: -0.36 3.06 -0.46  0.049
H: -0.28 1.73 1.42  0.134
H: 0.59 -0.29 -0.75  0.142
H: 0.69 -0.63 0.97  0.134
H: -1.91 -0.42 0.31  0.052
H: 2.33 -1.50 0.03  -0.022
H: 1.06 -2.30 -0.21  0.057
O: 2.03 -2.23 -0.46  -0.064

Calculated values
Gap between HOMO and LUMO = 9.98 eV
SMILES = CNCO.O
Energy = -7802.96843 eV
LUMO energy = 0.843 eV

Record 7
DFT (the ωB97M-V functional and the def2-TZVPD basis) results for a 2-piece molecular cluster, C2H9NO2SSi overall.

Last column: Löwdin charge in e.
Atoms and positions in Å:
C: 1.35 -2.89 -0.82  -0.110
C: 0.70 -2.05 -1.65  -0.361
N: 0.64 2.57 2.07  -0.228
O: 0.15 3.68 -0.07  -0.460
O: -1.67 2.25 1.14  -0.357
Si: -1.04 -1.62 -1.15  0.607
S: -0.02 2.41 0.59  0.798
H: 2.31 -3.47 -0.98  0.068
H: -1.86 3.22 1.37  0.065
H: 0.73 -3.40 -0.05  0.033
H: 1.24 -1.54 -2.40  0.025
H: 0.82 1.92 2.84  0.075
H: 1.18 3.44 2.33  0.092
H: -1.73 -2.87 -0.76  -0.069
H: -1.17 -0.65 -0.07  -0.102
H: -1.65 -1.00 -2.38  -0.077

Calculated values
Gap between HOMO and LUMO = 10.48 eV
Energy = -26515.17223 eV
LUMO energy = 0.561 eV

Record 8
DFT (the ωB97M-V functional and the def2-TZVPD basis) results for a 3-piece molecular cluster, C2H9NO3 overall.

Last column: Löwdin charge in e.
Atoms and positions in Å:
O: -0.36 -1.09 1.67  0.049
C: 0.17 -0.30 0.94  -0.279
C: 1.37 0.58 1.33  -0.212
N: 2.28 0.70 0.20  -0.013
H: -0.34 -0.02 0.00  0.106
H: 1.90 0.05 2.13  0.116
H: 0.94 1.54 1.61  0.122
H: 3.07 0.08 0.23  0.067
H: 2.53 1.62 -0.12  0.075
H: -4.41 0.79 -0.60  0.032
H: -3.05 0.93 -1.18  0.032
O: -3.97 1.19 -1.36  -0.067
H: 1.46 -0.60 -1.78  0.020
H: 1.08 -2.05 -1.61  0.012
O: 0.78 -1.26 -2.01  -0.060

Calculated values
Gap between HOMO and LUMO = 10.06 eV
SMILES = NCC=O.O.O
Energy = -9851.69620 eV
LUMO energy = 0.547 eV

Record 9
DFT (the ωB97M-V functional and the def2-TZVPD basis) results for a 3-piece molecular cluster, C2H9NO3 overall.

Last column: Löwdin charge in e.
Atoms and positions in Å:
O: -0.05 -1.19 1.40  0.051
C: -0.54 -0.25 0.83  -0.263
C: 0.17 1.02 0.57  -0.256
N: 1.63 0.87 0.53  0.013
H: -1.59 -0.35 0.54  0.099
H: -0.17 1.70 1.38  0.127
H: -0.22 1.57 -0.28  0.108
H: 1.83 0.21 1.27  0.070
H: 2.11 1.73 0.72  0.075
H: -3.09 1.28 -1.34  0.016
H: -3.71 -0.12 -1.38  0.054
O: -3.37 0.57 -0.80  -0.045
H: 1.80 -0.89 -1.15  0.012
H: 2.53 -0.46 -2.37  0.006
O: 2.40 -1.24 -1.85  -0.069

Calculated values
Gap between HOMO and LUMO = 10.33 eV
SMILES = NCC=O.O.O
Energy = -9851.84778 eV
LUMO energy = 0.464 eV

Record 10
DFT (the ωB97M-V functional and the def2-TZVPD basis) results for a 2-piece molecular cluster, C2H9NOP2 overall.

Last column: Löwdin charge in e.
Atoms and positions in Å:
C: 2.23 1.46 2.01  -0.073
C: 1.57 0.79 0.86  -0.273
N: 0.79 -0.19 0.87  0.082
O: -0.37 -1.11 -1.49  -0.521
P: -3.00 -0.51 -2.64  0.451
P: -1.84 -1.80 -1.32  0.448
H: 3.30 1.50 1.86  0.078
H: 2.01 0.95 2.95  0.075
H: 1.87 2.49 2.08  0.080
H: 1.80 1.21 -0.12  0.112
H: 0.59 -0.57 1.80  0.078
H: 0.03 -0.82 -0.63  -0.051
H: -4.19 -1.11 -2.26  -0.185
H: -3.12 0.49 -1.66  -0.180
H: -1.67 -2.78 -2.31  -0.120

Calculated values
Gap between HOMO and LUMO = 8.83 eV
SMILES = O[PH]#[PH2].[H]/N=C\C
Energy = -24334.40058 eV
LUMO energy = 0.818 eV

Record 11
DFT (the ωB97M-V functional and the def2-TZVPD basis) results for a 2-piece molecular cluster, C2H9NOS overall.

Last column: Löwdin charge in e.
Atoms and positions in Å:
C: -1.32 -0.95 0.68  -0.345
C: -0.10 -0.52 1.57  -0.543
S: 1.40 -0.25 0.55  0.652
N: -1.33 -2.42 0.62  -0.019
H: -1.23 -0.42 -0.26  0.086
H: -2.17 -0.59 1.27  0.092
H: 0.11 -1.33 2.27  0.063
H: -0.30 0.51 1.91  0.063
H: 1.62 -1.45 -0.07  -0.155
H: -0.47 -2.83 0.93  0.045
H: -1.44 -2.68 -0.35  0.062
H: -0.65 4.26 -3.76  0.027
H: -0.20 3.71 -2.33  0.029
O: 0.05 3.89 -3.23  -0.056

Calculated values
Gap between HOMO and LUMO = 9.74 eV
SMILES = NCCS.O
Energy = -16592.07633 eV
LUMO energy = 0.741 eV

Record 12
DFT (the ωB97M-V functional and the def2-TZVPD basis) results for a 2-piece molecular cluster, C2H9NOS overall.

Last column: Löwdin charge in e.
Atoms and positions in Å:
C: -2.17 0.97 1.00  -0.471
S: -1.79 1.36 -0.77  0.641
H: -3.17 1.30 1.26  0.021
H: -2.20 -0.12 1.09  0.020
H: -1.48 1.45 1.68  0.022
H: -0.64 0.69 -0.63  -0.212
N: 2.76 -1.17 0.98  0.000
C: 1.66 -1.74 0.16  -0.318
O: 1.16 -0.80 -0.78  -0.083
H: 3.26 -0.58 0.30  0.067
H: 2.43 -0.46 1.63  0.057
H: 2.23 -2.42 -0.48  0.108
H: 0.98 -2.29 0.80  0.110
H: 1.05 0.04 -0.34  0.036

Calculated values
Gap between HOMO and LUMO = 9.80 eV
SMILES = NCO.CS
Energy = -16591.90615 eV
LUMO energy = 0.619 eV

For reference, max |F| by record: 5.8 4.5 7.6 2.3 3.0 4.0 4.1 1.7 1.7 0.9 2.8 2.8 eV/A.